Record 1
DFT (ωB97M-V/def2-TZVPD) results for the ion C3H9N3O3P with charge -1 at a distorted geometry.

Output
total charge = -1
SMILES = NCNC/N=C/[P@@](=O)([O-])O
2S+1 = 1
E_tot = -851.15989 hartree
largest force on an atom = 4.9 eV Å⁻¹
HOMO-LUMO gap = 8.91 eV
energy above the lowest of the compared OMol25 structures with the same formula, charge and spin = 55.8 kcal per mole

Last column: Mulliken charge in e.
Cartesian coordinates (Å):
N  0.703673  -1.041929  -1.575940  -0.650
C  -0.428383  -1.764953  -0.997628  -0.510
N  -0.340971  -1.991982  0.483852  -0.454
C  -0.765939  -1.002021  1.412195  -0.821
N  -0.105470  0.304242  1.168261  -0.376
C  -0.694500  1.269080  0.547724  -0.068
P  0.365525  2.517621  -0.245320  0.814
O  0.866756  1.813806  -1.501633  -0.818
O  -0.331042  3.846604  -0.397473  -0.757
O  1.676362  2.610933  0.687957  -0.533
H  0.602268  -0.006391  -1.363119  0.367
H  1.394626  -1.299726  -0.884719  0.259
H  -0.320574  -2.673442  -1.419809  0.349
H  -1.347589  -1.307802  -1.263631  0.356
H  0.684940  -2.103557  0.730302  0.271
H  -1.749488  -0.987283  1.328187  0.519
H  -0.421700  -1.317730  2.394048  0.379
H  -1.798319  1.438968  0.312638  0.333
H  2.009825  1.695562  0.584109  0.341

Forces on the atoms, in the same order (eV/Å):
-0.547 1.477 1.119
1.250 2.293 1.999
2.364 -0.899 -0.229
3.858 1.177 0.125
-0.979 0.522 -1.094
0.001 -0.508 0.753
-0.012 1.732 -2.640
-0.800 0.046 0.914
0.473 -1.270 0.834
0.129 -0.618 0.662
0.267 -0.945 -0.838
1.017 0.052 -0.400
-0.445 -3.396 -1.212
-1.024 0.390 -0.114
-1.475 -0.291 -0.830
-4.897 0.657 0.081
-0.340 -0.114 0.203
0.937 -0.925 0.350
0.225 0.618 0.317

Record 2
DFT (ωB97M-V/def2-TZVPD) results for a cluster of 11 separate species, C11H44N4O11 in total at a distorted geometry.

Output
SMILES = NC(N)=O.NC(N)=O.CO.CO.CO.CO.CO.CO.CO.CO.CO
2S+1 = 1
E_tot = -1492.06549 hartree
largest force on an atom = 3.7 eV Å⁻¹
HOMO-LUMO gap = 9.90 eV
energy above the lowest of the compared OMol25 structures with the same formula, charge and spin = 133.0 kcal per mole

Last column: Mulliken charge in e.
Cartesian coordinates (Å):
N  -2.606642  -1.594424  1.115275  -0.269
C  -3.209928  -0.939671  0.049910  0.653
N  -4.051341  -1.737499  -0.673239  -0.418
O  -2.858737  0.247637  -0.204909  -0.555
H  -1.933133  -1.109564  1.692272  0.171
H  -2.944723  -2.485014  1.465965  0.190
H  -4.057654  -2.765484  -0.527526  0.209
H  -4.415762  -1.291189  -1.467011  0.246
N  3.205747  -2.486992  1.979130  -0.218
C  3.376079  -3.653659  2.599523  0.568
N  4.485656  -3.810780  3.337473  -0.445
O  2.421939  -4.437160  2.650499  -0.684
H  2.291655  -2.217735  1.619442  0.115
H  3.960659  -2.131176  1.382690  0.258
H  5.287022  -3.184393  3.097595  0.236
H  4.795499  -4.776057  3.422513  0.275
C  -5.719498  2.622847  -0.027666  -0.548
O  -4.758260  2.113591  0.928446  -0.502
H  -6.521388  1.939837  -0.266848  0.272
H  -6.029004  3.547043  0.383485  0.323
H  -5.213571  2.843662  -0.998560  0.174
H  -4.043914  1.626419  0.535849  0.310
C  2.002955  -0.309648  5.947250  -0.665
O  1.478585  -0.664194  4.676084  -0.522
H  1.247233  -0.530248  6.680090  0.272
H  2.888690  -0.968876  6.097262  0.273
H  2.162838  0.792077  6.026403  0.223
H  2.046266  -1.281242  4.195913  0.255
C  -1.491324  2.699304  -6.286864  -0.036
O  -2.527926  2.873971  -7.308119  -0.513
H  -0.891187  3.613383  -6.223174  0.249
H  -1.907202  2.503468  -5.349094  -0.181
H  -0.832069  1.903210  -6.694713  0.192
H  -3.304604  3.216664  -6.858844  0.296
C  3.249746  -1.839735  -2.953475  -0.717
O  3.755227  -1.194405  -1.747939  -0.588
H  3.101672  -2.889849  -2.812690  0.316
H  2.391492  -1.319526  -3.403487  0.277
H  4.013018  -1.771118  -3.751455  0.284
H  2.966106  -0.963196  -1.188027  0.355
C  -3.795974  1.166069  -3.679320  -0.795
O  -2.872163  1.903747  -2.916892  -0.519
H  -3.342227  0.381079  -4.217909  0.327
H  -4.544069  0.897577  -2.949515  0.307
H  -4.315076  1.713853  -4.464485  0.293
H  -2.757773  1.567210  -2.014921  0.268
C  6.507560  -0.205455  0.331135  -0.665
O  5.751000  -1.312460  0.182346  -0.478
H  7.006226  -0.235502  1.314653  0.250
H  7.364531  -0.037308  -0.332340  0.273
H  5.948888  0.718874  0.217341  0.276
H  5.201315  -1.250188  -0.642281  0.397
C  0.606396  -2.048044  -0.262763  -0.869
O  1.393658  -0.927975  0.200906  -0.467
H  1.306372  -2.787799  -0.624856  0.432
H  0.003565  -2.497711  0.476221  0.486
H  0.033216  -1.744862  -1.161375  0.233
H  0.871973  -0.416235  0.865485  0.102
C  -0.549612  0.728989  2.954262  -0.563
O  -0.534053  -0.660350  2.739682  -0.521
H  0.303135  1.165268  2.412833  0.233
H  -1.421556  1.124970  2.425523  0.202
H  -0.664509  0.964549  4.031697  0.276
H  0.090355  -1.018736  3.355448  0.363
C  -1.234043  3.766129  -0.080120  -0.096
O  -2.219350  4.144864  0.851054  -0.547
H  -1.638049  3.283472  -0.985866  -0.054
H  -0.725500  4.678405  -0.352778  0.310
H  -0.589685  3.120019  0.431478  0.091
H  -2.994769  3.627273  0.755927  0.322

Forces on the atoms, in the same order (eV/Å):
-0.988 0.141 -0.855
2.243 -0.006 1.465
0.644 -0.340 1.226
-1.345 -1.792 -0.249
0.006 0.017 0.025
0.041 0.453 -0.251
-0.094 1.569 -0.426
-0.679 0.008 -1.193
0.801 2.736 -1.619
-3.450 -1.404 0.335
3.234 0.091 -0.073
0.750 -0.285 0.227
0.426 -0.658 0.077
-0.153 0.117 0.593
-1.113 -0.716 0.331
-0.330 0.288 0.164
2.396 -0.619 -0.837
-1.197 0.804 0.276
-0.374 -0.265 0.397
-0.810 0.805 0.288
-0.254 -0.042 0.554
0.372 -0.738 -0.764
0.553 -0.310 -0.286
-0.421 0.008 -0.861
-0.232 -0.330 0.483
-0.366 1.048 0.463
0.453 -0.869 -0.312
0.257 0.233 0.383
0.527 0.479 -2.916
0.539 -0.168 0.850
-0.055 -0.052 0.047
-0.500 -0.668 1.479
-0.479 0.333 0.669
-0.023 0.080 -0.078
1.139 1.182 -0.536
-1.632 -0.118 -0.359
-0.517 -0.604 0.336
-0.057 -0.251 0.614
0.001 0.136 0.636
0.964 -0.224 -0.519
-0.644 0.690 1.240
0.885 1.173 -0.470
0.576 -1.478 -0.197
-0.697 -0.975 -0.284
0.216 0.873 0.237
-0.360 -0.470 -0.384
1.914 2.208 0.870
-1.595 -1.907 -1.241
-0.516 0.139 -0.070
-0.042 -0.706 -0.585
-0.368 0.296 0.368
0.467 -0.164 0.738
0.828 1.068 -1.750
-0.742 0.033 0.733
0.348 -0.281 0.083
-0.784 -0.230 0.938
-0.131 -0.071 0.651
0.374 -0.632 -0.797
-0.571 0.765 -0.423
-0.441 -0.329 -0.669
0.099 0.334 0.869
-0.111 -0.052 0.170
0.528 0.130 -0.719
0.567 -0.426 0.823
-1.148 0.586 -0.565
0.337 1.098 0.359
0.130 0.207 0.287
0.377 0.124 -0.299
1.429 -1.180 0.348
-1.204 -0.888 -0.044

Record 3
DFT (ωB97M-V/def2-TZVPD) results for a cluster of 6 separate species, C11H24Cl10FN3O3PS in total at a distorted geometry.

Output
total charge = -1
2S+1 = 1
E_tot = -6264.91771 hartree
largest force on an atom = 1.1 eV Å⁻¹
HOMO-LUMO gap = 6.50 eV
energy above the lowest of the compared OMol25 structures with the same formula, charge and spin = 0.0 kcal per mole

Last column: Mulliken charge in e.
Cartesian coordinates (Å):
C  1.500402  -1.706744  -0.259430  0.010
N  0.693689  -1.102987  -1.313950  -0.180
C  -0.210262  -0.107961  -0.763347  -0.730
C  -0.766823  0.859388  -1.824860  0.674
S  0.375103  2.309440  -1.948189  -0.267
C  -0.893698  0.150562  -3.251381  0.286
O  -0.650294  0.816204  -4.250970  -0.745
O  -1.274131  -1.034916  -3.140903  -0.734
N  -2.114624  1.416922  -1.453558  -0.122
C  -3.205383  0.432894  -1.567752  -0.441
C  -4.582585  1.068116  -1.439123  -0.261
F  -5.475444  0.410421  -2.301123  -0.384
P  -2.004010  2.363678  -0.018863  0.183
N  -2.849672  1.477484  1.197724  -0.535
O  -3.225903  3.470082  -0.265499  -0.557
H  2.283097  -1.007846  0.039039  0.011
H  0.915486  -1.937272  0.648586  0.348
H  1.927222  -2.634514  -0.635804  -0.250
H  0.135541  -1.824440  -1.754408  0.240
H  -1.039955  -0.553935  -0.186637  0.272
H  0.386265  0.464997  -0.048013  0.040
H  1.328739  1.593673  -2.554040  0.155
H  -3.091601  -0.409752  -0.875456  0.128
H  -3.172217  0.001322  -2.564668  0.706
H  -5.017873  0.964358  -0.443233  0.083
H  -4.553504  2.120009  -1.712148  0.285
H  -3.827702  1.745221  1.214906  0.193
H  -2.785729  0.471484  1.099082  0.342
H  -2.831269  4.342706  -0.151630  0.302
C  2.206978  -5.684856  -2.623249  -0.307
Cl  0.649467  -4.985385  -3.062714  -0.121
Cl  2.860055  -4.967984  -1.141667  -0.152
H  2.080993  -6.748037  -2.458834  0.280
H  2.908147  -5.490944  -3.425795  0.265
C  3.454344  -1.817854  3.799115  -0.380
Cl  3.666807  -2.297285  2.112837  -0.087
Cl  2.339217  -0.459461  3.972345  -0.130
H  3.054282  -2.664239  4.344175  0.316
H  4.419346  -1.521286  4.192101  0.272
C  -5.264728  -0.066212  3.190478  -0.290
Cl  -4.812914  -1.108267  1.839600  -0.120
Cl  -6.273273  1.294859  2.677251  -0.165
H  -5.827014  -0.655193  3.904415  0.328
H  -4.355424  0.331259  3.626330  0.270
C  3.209954  3.369519  2.702921  -0.463
Cl  2.180569  4.403430  3.717559  -0.191
Cl  2.298700  2.400278  1.559670  0.070
H  3.882214  4.014198  2.148456  0.287
H  3.761121  2.708810  3.362006  0.280
C  5.649931  1.153063  -0.845595  -0.426
Cl  4.514675  2.492876  -1.033871  -0.120
Cl  5.010602  -0.142586  0.170180  -0.057
H  5.864406  0.751260  -1.828529  0.282
H  6.548687  1.531418  -0.373530  0.305

Forces on the atoms, in the same order (eV/Å):
-0.412 0.309 -0.152
0.111 -0.337 0.538
0.128 0.041 0.005
-0.036 0.408 -0.438
0.053 -0.059 0.012
-0.013 -0.058 0.537
0.070 0.208 -0.369
-0.259 -0.452 -0.085
0.379 -0.407 0.990
-0.185 0.322 -0.392
-0.038 -0.028 0.119
0.027 -0.010 -0.002
0.209 -0.086 -0.303
-0.164 0.123 -0.024
0.006 0.213 0.273
0.075 -0.094 -0.021
0.026 -0.094 0.002
0.157 0.172 0.117
-0.043 0.259 -0.387
-0.011 -0.165 -0.120
-0.185 0.154 0.069
0.011 -0.008 -0.165
-0.005 0.008 0.030
0.089 -0.040 -0.039
0.038 0.058 0.000
-0.029 -0.023 -0.114
-0.054 -0.070 0.024
0.090 0.025 0.007
-0.136 -0.083 -0.145
-0.066 0.052 -0.055
0.006 0.006 -0.001
0.132 -0.213 0.018
-0.006 0.002 0.020
0.005 0.013 0.005
0.047 -0.029 0.003
0.021 -0.197 0.172
-0.005 0.024 0.010
-0.026 0.009 -0.004
-0.002 0.019 -0.002
0.096 0.022 0.035
-0.102 -0.164 -0.006
-0.017 0.004 0.001
-0.014 0.002 -0.010
0.004 0.041 -0.039
0.119 -0.112 -0.045
-0.018 0.016 0.019
-0.226 0.058 0.060
-0.017 0.020 -0.002
-0.017 -0.011 0.024
0.060 0.079 -0.050
0.083 -0.007 -0.079
0.070 0.103 -0.024
-0.036 -0.038 0.006
0.011 0.014 -0.023

Record 4
DFT (ωB97M-V/def2-TZVPD) results for an isolated molecule of C6H9NS at a distorted geometry.

Output
SMILES = C1=C\S/C=C\CNC/1
2S+1 = 1
E_tot = -686.78566 hartree
largest force on an atom = 4.7 eV Å⁻¹
HOMO-LUMO gap = 8.71 eV
energy above the lowest of the compared OMol25 structures with the same formula, charge and spin = 111.2 kcal per mole

Last column: Mulliken charge in e.
Cartesian coordinates (Å):
C  -1.698153  -0.179743  0.725965  -0.133
C  -1.519255  1.116226  0.738589  -0.352
S  -0.030397  2.207884  0.609971  -0.144
C  0.644286  1.799674  -0.943759  -0.430
C  1.311144  0.638032  -1.165514  -0.185
C  1.377712  -0.797456  -0.457533  -0.350
N  0.708515  -0.746328  0.779950  -0.310
C  -0.758844  -1.232080  0.531654  -0.153
H  -2.863622  -0.190901  0.879178  0.188
H  -2.485747  1.617886  1.295181  0.195
H  0.761893  2.680306  -1.612131  0.368
H  1.880742  0.509716  -2.186911  0.214
H  0.842309  -1.434089  -1.275965  0.168
H  2.556497  -0.946426  -0.182658  0.315
H  1.233123  -1.229022  1.610452  0.257
H  -1.270487  -2.004002  1.227680  0.265
H  -0.689717  -1.809676  -0.574150  0.088

Forces on the atoms, in the same order (eV/Å):
-3.596 1.832 -0.864
-0.970 3.861 2.580
-2.169 -0.560 0.559
1.889 -1.171 -0.186
0.739 -0.898 -2.437
2.373 2.734 -0.920
-2.039 -2.929 2.449
1.628 -3.481 -0.775
2.356 -1.862 -0.226
2.736 -0.263 -1.920
-0.115 -0.972 0.308
-1.182 0.632 1.782
1.642 0.254 1.395
-2.770 -0.141 -1.419
-1.694 0.911 -2.396
1.973 0.436 -0.692
-0.802 1.615 2.760

Q: Among the records above, which one has the lowest HOMO-LUMO gap?
A: C11H24Cl10FN3O3PS

Q: Which of these has the lowest largest force on an atom?
A: C11H24Cl10FN3O3PS